Record 1
DFT (ωB97M-V/def2-TZVPD) results for a structure of composition C6H9O7P at a distorted geometry.

CARTESIAN COORDINATES (ANGSTROEM)
C -0.49 -1.08 3.11
C 0.11 0.11 3.02
C -0.51 -0.45 -2.82
C 0.45 -0.51 -1.65
C -0.22 -0.09 -0.27
C 0.72 0.71 1.78
O -0.06 3.24 -2.00
O -0.86 0.88 -3.01
O 1.25 0.83 -2.02
O -0.58 1.25 -0.54
O 1.15 -1.61 -1.67
O -1.36 -0.76 0.03
O 0.73 -0.13 0.69
P 0.01 1.81 -1.98
H -0.80 -1.42 4.10
H -0.54 -1.87 2.40
H 0.21 0.69 3.90
H -0.19 -0.88 -3.80
H -1.39 -1.25 -2.60
H 1.83 0.82 2.08
H 0.25 1.66 1.45
H 1.94 -1.48 -1.08
H -1.65 -0.47 0.90

The value obtained for the frontier orbital gap is 10.800 eV. As for the net charge: 0. As for the energy relative to the best compared isomer or geometry (same formula, charge and spin): 1.006 eV.

=====

Record 2
DFT (ωB97M-V/def2-TZVPD) results for a cluster of 4 separate species, C46H78NO15P3S in total at a distorted geometry.

CARTESIAN COORDINATES (ANGSTROEM)
C 1.57 8.13 -1.02
C 2.85 7.40 -1.51
C 4.05 7.42 -0.50
C 4.50 5.99 -0.07
C 5.71 6.01 0.92
C 3.27 5.31 0.56
C 2.36 5.96 1.41
C 1.21 5.32 1.94
N 0.27 6.00 2.81
C 0.87 6.37 3.83
O 1.49 6.90 4.65
C 0.99 3.99 1.59
C 1.91 3.33 0.73
C 3.04 3.94 0.20
C 1.60 1.88 0.35
O 2.44 1.03 0.25
C 0.12 1.63 0.06
C -0.28 0.82 -1.03
C 0.68 0.12 -1.97
S 1.99 1.18 -2.68
C 1.64 1.54 -4.44
C 1.44 3.06 -4.67
C -1.68 0.67 -1.19
C -2.60 1.30 -0.33
C -2.20 2.13 0.73
C -3.15 2.86 1.69
C -4.57 3.09 1.15
C -4.65 4.11 -0.02
C -3.88 5.43 0.23
C -6.17 4.43 -0.22
C -0.80 2.28 0.92
C -0.22 3.16 2.03
O -0.65 3.19 3.15
H 1.73 8.81 -0.17
H 0.77 7.43 -0.76
H 1.16 8.74 -1.85
H 3.19 7.90 -2.43
H 2.56 6.38 -1.81
H 4.89 7.92 -1.01
H 3.72 8.01 0.37
H 4.70 5.45 -1.01
H 5.46 5.36 1.77
H 6.58 5.58 0.40
H 5.90 7.05 1.25
H 2.53 7.01 1.66
H 3.72 3.40 -0.46
H 0.08 -0.27 -2.82
H 1.12 -0.75 -1.45
H 0.82 0.93 -4.84
H 2.56 1.27 -4.99
H 0.97 3.57 -3.82
H 0.89 3.21 -5.61
H 2.42 3.55 -4.80
H -2.11 0.06 -1.98
H -3.68 1.17 -0.49
H -2.69 3.84 1.91
H -3.17 2.34 2.67
H -4.97 2.13 0.78
H -5.19 3.43 2.00
H -4.26 3.62 -0.92
H -4.39 6.26 -0.28
H -2.86 5.40 -0.18
H -3.83 5.71 1.30
H -6.34 5.14 -1.04
H -6.68 3.47 -0.43
H -6.56 4.83 0.73
C -0.16 -6.98 -1.29
C -1.13 -6.16 -0.46
O -0.55 -5.71 0.76
P 0.58 -4.51 0.70
O -0.27 -3.35 0.27
O 0.66 -4.10 2.29
C 0.72 -2.72 2.68
C -0.60 -2.28 3.26
O 1.84 -5.57 0.90
C 2.18 -6.23 2.13
C 1.22 -7.33 2.53
H 0.69 -6.36 -1.61
H -0.65 -7.38 -2.17
H 0.25 -7.80 -0.70
H -1.51 -5.31 -1.04
H -1.99 -6.78 -0.19
H 1.02 -2.09 1.84
H 1.50 -2.63 3.44
H -1.43 -2.50 2.58
H -0.60 -1.20 3.46
H -0.81 -2.81 4.18
H 2.33 -5.52 2.94
H 3.16 -6.68 1.95
H 0.27 -6.92 2.88
H 1.65 -7.92 3.33
H 1.00 -7.99 1.68
C -4.67 -0.54 9.92
C -3.53 -0.83 8.95
O -3.36 -2.23 8.75
P -4.47 -3.05 7.86
O -4.29 -2.44 6.49
O -3.68 -4.47 7.59
C -3.73 -5.09 6.30
C -2.40 -4.92 5.59
O -5.25 -3.68 9.17
C -4.75 -4.74 9.99
C -3.60 -4.34 10.89
H -5.63 -0.87 9.50
H -4.73 0.53 10.13
H -4.53 -1.08 10.86
H -3.70 -0.33 8.00
H -2.60 -0.45 9.36
H -4.55 -4.69 5.70
H -3.93 -6.15 6.46
H -2.10 -3.87 5.56
H -2.46 -5.29 4.56
H -1.62 -5.46 6.12
H -4.50 -5.62 9.40
H -5.59 -5.03 10.62
H -2.68 -4.20 10.32
H -3.42 -5.12 11.63
H -3.82 -3.41 11.41
C 3.08 -2.25 -5.93
C 3.91 -1.36 -6.84
O 3.74 -1.71 -8.22
P 2.32 -1.35 -8.95
O 2.33 0.15 -8.95
O 2.72 -1.57 -10.54
C 2.27 -0.66 -11.54
C 3.43 0.21 -12.00
O 1.72 -2.88 -8.85
C 2.15 -3.99 -9.64
C 3.52 -4.52 -9.27
H 2.01 -2.11 -6.11
H 3.28 -2.02 -4.88
H 3.30 -3.30 -6.11
H 3.65 -0.31 -6.69
H 4.97 -1.48 -6.61
H 1.45 -0.05 -11.17
H 1.89 -1.25 -12.37
H 3.93 0.69 -11.16
H 3.08 0.99 -12.69
H 4.18 -0.40 -12.51
H 2.07 -3.78 -10.70
H 1.41 -4.78 -9.44
H 4.31 -3.85 -9.60
H 3.68 -5.49 -9.75
H 3.61 -4.65 -8.19

The value obtained for the frontier orbital gap is 7.763 eV. As for the net charge: 0.

=====

Record 3
DFT (ωB97M-V/def2-TZVPD) results for a cluster of 12 separate species, C4H34N2O12 in total at a distorted geometry.

CARTESIAN COORDINATES (ANGSTROEM)
C 1.92 2.40 1.83
C 0.83 1.38 1.56
O -0.44 1.81 1.83
C 1.00 1.06 -0.12
N -0.33 0.85 -0.67
C -0.43 -0.39 -1.40
N -0.13 -1.71 -0.73
H 2.90 1.95 1.87
H 1.87 2.60 2.95
H 1.68 3.35 1.31
H 0.91 0.49 2.20
H -0.44 2.69 1.24
H 1.53 2.08 -0.46
H 1.73 0.21 -0.13
H -1.03 1.02 -0.16
H -1.50 -0.38 -1.75
H 0.48 -0.30 -2.22
H -0.93 -1.80 -0.12
H 0.55 -1.66 -0.02
O -3.66 0.16 -1.20
H -3.40 0.30 -0.21
H -4.52 -0.21 -1.17
O -0.04 -2.93 -3.36
H 0.39 -2.46 -4.00
H -0.44 -2.20 -2.81
O 2.51 -2.37 -0.83
H 1.65 -2.79 -1.01
H 2.75 -1.86 -1.63
O -1.28 1.57 -3.67
H -0.59 2.10 -3.53
H -1.68 1.20 -2.92
O 0.33 -0.97 3.36
H 1.12 -1.29 3.05
H 0.46 -0.52 4.10
O -1.70 -2.46 2.22
H -1.98 -3.28 2.56
H -0.74 -2.51 2.41
O 1.17 2.80 -2.89
H 1.22 2.13 -2.21
H 1.91 3.35 -2.80
O -1.95 0.84 3.70
H -1.19 1.34 3.44
H -1.69 -0.04 4.08
O -3.30 0.49 1.42
H -2.58 0.01 1.81
H -3.63 1.09 2.21
O 2.45 -1.99 2.13
H 2.51 -2.24 1.13
H 2.58 -2.85 2.47
O 1.33 -0.33 -4.25
H 0.31 -0.34 -4.30
H 1.55 0.60 -4.30

The value obtained for the frontier orbital gap is 9.060 eV. As for the net charge: 0. As for the energy relative to the best compared isomer or geometry (same formula, charge and spin): 5.529 eV.